Record 1
{"formula": "C25H49Br4Cl3O5", "method": "wB97M-V/def2-TZVPD", "charge": 0, "energy_ev": -354690.313, "lumo_ev": 0.359, "species": ["C", "Cl", "Cl", "Cl", "H", "C", "C", "C", "O", "C", "H", "H", "H", "H", "H", "H", "H", "H", "C", "C", "C", "O", "C", "H", "H", "H", "H", "H", "H", "H", "H", "C", "C", "C", "O", "C", "H", "H", "H", "H", "H", "H", "H", "H", "C", "C", "C", "O", "C", "H", "H", "H", "H", "H", "H", "H", "H", "C", "C", "C", "O", "C", "H", "H", "H", "H", "H", "H", "H", "H", "Br", "C", "C", "Br", "H", "H", "H", "H", "Br", "C", "C", "Br", "H", "H", "H", "H"], "positions_angstrom": [[4.657, -2.287, -0.273], [5.496, -2.423, -1.899], [5.765, -1.757, 0.976], [4.121, -3.922, 0.154], [3.841, -1.579, -0.417], [-2.831, 4.336, -2.195], [-1.441, 4.420, -2.783], [-0.959, 2.943, -2.854], [-2.054, 2.199, -2.400], [-2.881, 2.969, -1.518], [-3.532, 4.380, -3.029], [-3.061, 5.103, -1.456], [-0.769, 4.983, -2.134], [-1.472, 4.870, -3.776], [-0.118, 2.714, -2.200], [-0.684, 2.662, -3.871], [-2.431, 3.008, -0.526], [-3.893, 2.568, -1.451], [0.971, 3.370, 3.613], [0.271, 3.823, 4.867], [-0.915, 2.921, 5.048], [-1.336, 2.842, 3.676], [-0.219, 2.665, 2.848], [1.809, 2.684, 3.735], [1.205, 4.297, 3.087], [-0.013, 4.874, 4.811], [0.916, 3.758, 5.744], [-1.771, 3.329, 5.585], [-0.715, 1.931, 5.457], [-0.423, 3.176, 1.907], [-0.092, 1.598, 2.665], [2.904, 1.471, -3.451], [3.715, 2.496, -2.719], [4.275, 1.705, -1.489], [4.175, 0.318, -1.772], [3.682, 0.162, -3.173], [2.928, 1.584, -4.534], [1.906, 1.402, -3.018], [3.095, 3.359, -2.476], [4.613, 2.909, -3.178], [3.670, 1.858, -0.595], [5.306, 1.928, -1.216], [3.129, -0.767, -3.305], [4.586, 0.123, -3.781], [1.622, -4.484, -4.184], [0.312, -3.763, -4.386], [0.143, -3.027, -3.024], [1.517, -2.737, -2.696], [2.414, -3.437, -3.499], [2.017, -4.917, -5.103], [1.529, -5.276, -3.441], [-0.472, -4.512, -4.501], [0.246, -3.198, -5.316], [-0.183, -3.712, -2.241], [-0.493, -2.144, -3.083], [3.193, -3.645, -2.767], [2.898, -2.825, -4.260], [-0.520, -3.504, 3.946], [-1.334, -4.776, 3.663], [-2.685, -4.490, 4.325], [-2.916, -3.038, 4.272], [-1.638, -2.380, 3.956], [0.359, -3.392, 3.311], [-0.106, -3.625, 4.948], [-0.909, -5.711, 4.028], [-1.478, -4.766, 2.582], [-2.667, -4.596, 5.410], [-3.430, -5.241, 4.066], [-1.483, -1.543, 4.636], [-1.664, -1.862, 2.997], [-5.389, 2.759, 0.888], [-5.636, 0.941, 1.647], [-5.234, -0.151, 0.677], [-5.456, -1.944, 1.642], [-6.549, 0.753, 2.212], [-4.949, 0.841, 2.487], [-4.170, -0.034, 0.469], [-5.608, -0.238, -0.343], [1.465, -1.233, 1.794], [1.229, -0.314, 0.004], [-0.206, 0.212, -0.205], [-1.656, -1.181, -0.030], [1.512, -1.016, -0.780], [1.801, 0.611, -0.053], [-0.333, 0.600, -1.215], [-0.520, 0.997, 0.483]]}


Record 2
{"formula": "C25H49Cl3P2Tm", "method": "wB97M-V/def2-TZVPD", "charge": -1, "energy_ev": -112397.196, "lumo_ev": [2.706, 2.706], "relative_energy_ev": 1.352, "spin_multiplicity": 3, "species": ["Tm", "Cl", "P", "C", "C", "C", "C", "H", "C", "H", "H", "H", "H", "H", "H", "H", "C", "C", "H", "H", "H", "H", "H", "H", "C", "H", "C", "H", "H", "H", "H", "H", "H", "Cl", "H", "P", "C", "C", "C", "C", "H", "C", "H", "H", "H", "H", "H", "H", "H", "C", "C", "H", "H", "H", "H", "H", "H", "C", "H", "C", "H", "H", "H", "H", "H", "H", "Cl", "C", "C", "C", "C", "C", "C", "C", "H", "H", "H", "H", "H", "H"], "positions_angstrom": [[-0.122, 0.397, 0.184], [-0.234, -1.738, -1.143], [2.833, 0.410, -0.730], [3.384, -0.299, -2.393], [3.542, 2.173, -0.718], [3.959, -0.515, 0.342], [2.224, -0.526, -3.364], [3.769, -1.303, -2.131], [4.483, 0.485, -3.117], [4.135, 1.496, -3.371], [4.687, -0.035, -4.061], [5.410, 0.561, -2.542], [1.448, -1.168, -2.911], [2.632, -1.020, -4.273], [1.745, 0.429, -3.671], [3.683, -1.566, 0.158], [3.735, -0.243, 1.824], [5.423, -0.346, -0.065], [5.622, -0.810, -1.024], [6.082, -0.831, 0.653], [5.717, 0.699, -0.124], [2.695, 0.041, 2.059], [4.380, 0.554, 2.205], [4.017, -1.120, 2.429], [2.594, 3.142, -1.419], [4.441, 2.206, -1.324], [3.875, 2.677, 0.687], [2.217, 2.744, -2.388], [3.180, 4.043, -1.702], [1.734, 3.378, -0.758], [3.009, 2.537, 1.355], [4.111, 3.757, 0.653], [4.753, 2.199, 1.128], [0.771, 1.637, 2.261], [-0.150, -1.016, 1.651], [-1.883, -1.857, 1.465], [-1.600, -3.535, 2.349], [-3.038, -0.988, 2.740], [-3.132, -2.402, 0.122], [-0.241, -3.484, 3.026], [-1.562, -4.233, 1.491], [-2.663, -4.021, 3.328], [-2.719, -3.375, 4.203], [-2.338, -5.003, 3.670], [-3.651, -4.134, 2.887], [0.578, -3.357, 2.311], [-0.115, -4.421, 3.583], [-0.192, -2.651, 3.740], [-2.548, -3.098, -0.516], [-3.562, -1.238, -0.808], [-4.338, -3.228, 0.594], [-4.023, -4.182, 1.018], [-4.998, -3.466, -0.252], [-4.919, -2.690, 1.347], [-3.312, -0.232, -0.431], [-4.639, -1.275, -1.034], [-3.054, -1.329, -1.784], [-2.171, -0.612, 3.958], [-3.816, -1.706, 3.054], [-3.739, 0.240, 2.179], [-1.873, -1.510, 4.536], [-2.749, 0.070, 4.610], [-1.248, -0.097, 3.640], [-3.023, 0.966, 1.769], [-4.329, 0.722, 2.965], [-4.451, -0.034, 1.395], [-1.695, 2.969, 0.305], [-2.088, 3.266, -1.357], [-2.865, 4.383, -1.646], [-3.265, 4.632, -2.983], [-2.912, 3.707, -3.985], [-2.211, 2.532, -3.682], [-1.755, 2.271, -2.344], [-0.872, 1.182, -1.985], [-3.143, 5.004, -0.808], [-3.866, 5.508, -3.227], [-3.238, 3.932, -5.007], [-1.966, 1.775, -4.451], [-0.684, 0.360, -2.701], [0.121, 1.609, -1.647]]}


Record 3
{"formula": "C25H49ClN2O18PS8", "method": "wB97M-V/def2-TZVPD", "charge": -1, "energy_ev": -175042.976, "lumo_ev": 1.965, "species": ["O", "C", "N", "S", "O", "O", "N", "S", "O", "O", "P", "O", "Cl", "H", "C", "C", "C", "S", "O", "O", "C", "H", "H", "H", "H", "H", "H", "H", "H", "C", "C", "C", "S", "O", "O", "C", "H", "H", "H", "H", "H", "H", "H", "H", "C", "C", "C", "S", "O", "O", "C", "H", "H", "H", "H", "H", "H", "H", "H", "C", "C", "C", "S", "O", "O", "C", "H", "H", "H", "H", "H", "H", "H", "H", "C", "C", "C", "S", "O", "O", "C", "H", "H", "H", "H", "H", "H", "H", "H", "C", "C", "C", "S", "O", "O", "C", "H", "H", "H", "H", "H", "H", "H", "H"], "positions_angstrom": [[1.950, 1.419, 2.592], [2.043, 0.523, 1.572], [2.407, -0.578, 0.787], [1.320, -1.854, 1.390], [2.005, -2.377, 2.703], [1.308, -2.996, 0.342], [-0.222, -1.078, 1.656], [-1.427, -2.183, 2.271], [-1.301, -3.641, 1.764], [-1.526, -2.099, 3.827], [-3.335, -1.463, 1.479], [-3.270, 0.300, 1.637], [-3.341, -2.013, -0.574], [-2.654, 0.451, 2.422], [3.773, 3.775, -3.134], [4.256, 2.369, -2.784], [3.294, 1.800, -1.742], [1.720, 2.596, -2.027], [1.407, 3.422, -0.880], [0.785, 1.627, -2.563], [2.272, 3.654, -3.351], [4.276, 4.168, -4.022], [3.978, 4.456, -2.299], [4.237, 1.742, -3.684], [5.284, 2.375, -2.410], [3.178, 0.718, -1.849], [3.616, 2.041, -0.726], [1.752, 4.613, -3.305], [2.050, 3.150, -4.297], [-1.027, -3.114, -5.069], [-0.544, -4.521, -4.718], [-1.506, -5.090, -3.677], [-3.080, -4.293, -3.962], [-3.393, -3.467, -2.815], [-4.015, -5.263, -4.498], [-2.528, -3.235, -5.286], [-0.524, -2.721, -5.957], [-0.822, -2.434, -4.234], [-0.563, -5.148, -5.618], [0.484, -4.514, -4.344], [-1.622, -6.171, -3.784], [-1.184, -4.848, -2.660], [-3.048, -2.277, -5.239], [-2.750, -3.739, -6.231], [-4.748, -5.058, 5.605], [-6.266, -4.890, 5.550], [-6.563, -3.703, 4.636], [-5.207, -3.613, 3.476], [-4.480, -2.384, 3.713], [-5.679, -3.994, 2.160], [-4.271, -4.965, 4.163], [-4.461, -6.009, 6.062], [-4.308, -4.249, 6.199], [-6.719, -5.799, 5.134], [-6.692, -4.738, 6.546], [-7.500, -3.841, 4.089], [-6.593, -2.764, 5.195], [-3.202, -4.761, 4.077], [-4.529, -5.869, 3.604], [7.659, -1.876, 0.546], [6.178, -2.233, 0.662], [5.382, -1.095, 0.025], [6.447, -0.371, -1.213], [6.768, 0.982, -0.810], [5.931, -0.687, -2.530], [7.860, -1.408, -0.887], [8.302, -2.729, 0.783], [7.900, -1.065, 1.244], [5.984, -3.167, 0.121], [5.880, -2.389, 1.704], [4.468, -1.461, -0.451], [5.136, -0.320, 0.756], [8.781, -0.839, -1.029], [7.825, -2.249, -1.586], [-1.334, 0.370, 7.565], [-2.851, 0.538, 7.511], [-3.149, 1.725, 6.596], [-1.793, 1.815, 5.437], [-1.065, 3.044, 5.674], [-2.264, 1.434, 4.121], [-0.856, 0.463, 6.124], [-1.046, -0.581, 8.023], [-0.893, 1.179, 8.160], [-3.304, -0.370, 7.095], [-3.278, 0.691, 8.507], [-4.085, 1.587, 6.050], [-3.179, 2.664, 7.156], [0.213, 0.667, 6.037], [-1.114, -0.441, 5.564], [-1.373, 7.432, -5.075], [-1.016, 6.408, -6.152], [0.278, 6.874, -6.817], [1.161, 7.820, -5.585], [1.231, 9.197, -6.026], [2.333, 7.080, -5.164], [-0.082, 7.697, -4.314], [-2.162, 7.066, -4.413], [-1.727, 8.356, -5.547], [-0.858, 5.428, -5.685], [-1.819, 6.296, -6.886], [0.894, 6.029, -7.135], [0.077, 7.530, -7.668], [-0.111, 8.618, -3.728], [0.178, 6.850, -3.673]]}


Record 4
{"formula": "C25H49F13IN3O8PS3", "method": "wB97M-V/def2-TZVPD", "charge": 1, "energy_ev": -132780.346, "lumo_ev": -3.654, "species": ["C", "C", "O", "C", "C", "O", "N", "C", "N", "C", "C", "C", "F", "F", "C", "F", "F", "C", "F", "F", "C", "F", "F", "S", "F", "F", "F", "F", "F", "C", "C", "C", "C", "N", "C", "C", "C", "C", "C", "C", "S", "O", "O", "O", "P", "S", "C", "I", "H", "H", "H", "H", "H", "H", "H", "H", "H", "H", "H", "H", "H", "H", "H", "H", "H", "H", "H", "H", "H", "H", "H", "H", "H", "H", "H", "H", "H", "H", "H", "H", "H", "H", "H", "H", "H", "C", "O", "H", "H", "H", "H", "C", "O", "H", "H", "H", "H", "C", "O", "H", "H", "H", "H"], "positions_angstrom": [[8.194, -2.097, -0.919], [7.767, -0.902, -1.758], [6.836, -0.092, -1.035], [5.692, 0.291, -1.756], [4.707, 0.890, -0.764], [3.682, -0.028, -0.327], [2.703, -0.188, -1.330], [1.430, -0.101, -0.720], [0.687, 0.933, -0.880], [-0.733, 0.894, -0.481], [-1.010, 1.419, 0.921], [-2.492, 1.644, 1.148], [-2.640, 2.446, 2.224], [-3.031, 2.291, 0.093], [-3.323, 0.318, 1.380], [-4.309, 0.218, 0.487], [-2.489, -0.729, 1.158], [-3.893, 0.076, 2.814], [-2.859, 0.156, 3.669], [-4.319, -1.185, 2.817], [-5.007, 1.142, 3.270], [-4.491, 1.870, 4.251], [-5.266, 1.936, 2.223], [-6.690, 0.464, 3.892], [-7.495, 1.544, 3.070], [-6.739, -0.505, 2.630], [-5.896, -0.617, 4.746], [-6.688, 1.431, 5.130], [-8.043, -0.154, 4.385], [1.151, 2.117, -1.639], [1.438, 3.380, -0.812], [0.197, 4.261, -0.548], [2.248, 3.082, 0.455], [0.977, -1.311, -0.186], [1.563, -1.576, 1.169], [1.259, -0.516, 2.208], [1.433, -2.257, -1.265], [0.225, -2.560, -2.163], [-1.006, -3.012, -1.364], [-1.811, -4.082, -2.100], [-3.000, -4.861, -0.987], [-3.206, -3.979, 0.120], [-2.614, -6.219, -0.809], [-4.334, -4.921, -1.850], [2.133, -3.918, -0.746], [2.845, -4.904, -2.250], [2.662, -1.505, -1.944], [2.470, -1.191, -4.080], [7.393, -2.360, -0.225], [8.404, -2.963, -1.548], [9.083, -1.878, -0.328], [7.315, -1.226, -2.702], [8.624, -0.272, -2.015], [5.931, 1.027, -2.536], [5.255, -0.582, -2.258], [5.236, 1.137, 0.155], [4.240, 1.800, -1.144], [-1.049, -0.141, -0.575], [-1.258, 1.486, -1.226], [-0.654, 0.722, 1.677], [-0.531, 2.381, 1.102], [0.365, 2.304, -2.373], [2.040, 1.795, -2.175], [2.104, 3.941, -1.475], [0.357, 5.270, -0.928], [-0.014, 4.359, 0.519], [-0.709, 3.879, -1.026], [3.292, 2.856, 0.228], [2.262, 3.969, 1.092], [1.817, 2.271, 1.048], [1.125, -2.525, 1.488], [2.646, -1.694, 1.091], [0.218, -0.546, 2.530], [1.877, -0.717, 3.084], [1.524, 0.488, 1.866], [0.535, -3.335, -2.870], [-0.018, -1.671, -2.753], [-1.656, -2.166, -1.139], [-0.722, -3.407, -0.385], [-1.176, -4.900, -2.441], [-2.352, -3.676, -2.956], [-4.562, -4.062, -2.231], [1.088, -4.531, -0.043], [3.070, -3.602, 0.242], [3.602, -2.042, -1.852], [-0.693, 0.855, -5.219], [-1.045, 0.404, -3.903], [0.368, 0.657, -5.352], [-1.247, 0.318, -5.989], [-0.870, 1.927, -5.325], [-1.991, 0.555, -3.795], [6.634, 3.234, 1.357], [5.556, 3.568, 0.481], [6.484, 2.201, 1.663], [7.600, 3.311, 0.855], [6.639, 3.865, 2.247], [5.678, 4.479, 0.197], [-11.347, 0.691, 4.335], [-10.967, 0.510, 2.977], [-12.429, 0.791, 4.346], [-11.069, -0.166, 4.955], [-10.909, 1.597, 4.763], [-10.011, 0.418, 2.942]]}


Record 5
{"formula": "C25H49FN2O6", "method": "wB97M-V/def2-TZVPD", "charge": 0, "energy_ev": -44696.948, "lumo_ev": -0.506, "species": ["C", "C", "C", "C", "C", "N", "C", "C", "C", "C", "C", "C", "F", "C", "C", "N", "H", "H", "H", "H", "H", "H", "H", "H", "H", "H", "H", "H", "H", "C", "C", "O", "H", "H", "H", "H", "H", "H", "C", "C", "O", "H", "H", "H", "H", "H", "H", "C", "C", "O", "H", "H", "H", "H", "H", "H", "C", "C", "O", "H", "H", "H", "H", "H", "H", "C", "C", "O", "H", "H", "H", "H", "H", "H", "C", "C", "O", "H", "H", "H", "H", "H", "H"], "positions_angstrom": [[2.032, 1.234, 2.533], [1.105, 1.377, 1.518], [1.194, 0.716, 0.104], [0.930, -0.836, 0.127], [-0.448, -1.361, -0.144], [-0.816, -2.668, -0.181], [0.333, -3.482, 0.060], [0.151, -5.028, 0.037], [1.224, -5.962, 0.257], [2.613, -5.442, 0.556], [3.859, -6.350, 0.805], [4.499, -6.672, -0.627], [3.517, -7.573, 1.449], [2.804, -3.978, 0.583], [1.683, -2.990, 0.348], [2.003, -1.633, 0.388], [3.139, 1.307, 2.324], [1.698, 1.099, 3.595], [0.236, 2.069, 1.738], [0.584, 1.261, -0.661], [2.276, 0.818, -0.230], [-1.253, -0.603, -0.357], [-0.866, -5.447, -0.197], [1.043, -7.068, 0.197], [4.603, -5.778, 1.428], [4.362, -7.755, -0.898], [4.114, -5.980, -1.426], [5.621, -6.503, -0.596], [3.827, -3.564, 0.791], [3.428, 5.410, 2.968], [2.033, 5.582, 2.398], [1.778, 4.588, 1.410], [4.176, 5.483, 2.176], [3.638, 6.170, 3.723], [3.540, 4.421, 3.424], [1.932, 6.560, 1.925], [1.275, 5.499, 3.185], [1.861, 3.724, 1.837], [1.866, 2.808, -4.137], [2.824, 1.647, -3.958], [2.135, 0.511, -3.445], [1.396, 3.068, -3.185], [2.386, 3.687, -4.525], [1.061, 2.543, -4.828], [3.613, 1.907, -3.251], [3.289, 1.375, -4.911], [1.444, 0.279, -4.077], [-4.755, -4.103, 1.219], [-3.804, -3.603, 2.286], [-2.686, -4.467, 2.394], [-5.104, -5.110, 1.459], [-5.621, -3.443, 1.126], [-4.253, -4.162, 0.250], [-4.309, -3.566, 3.254], [-3.441, -2.598, 2.049], [-2.244, -4.470, 1.538], [-6.784, -6.759, 4.165], [-5.484, -7.519, 4.345], [-4.617, -7.287, 3.242], [-7.281, -7.066, 3.242], [-7.460, -6.936, 5.005], [-6.596, -5.685, 4.085], [-5.673, -8.592, 4.403], [-4.976, -7.208, 5.264], [-4.445, -6.337, 3.202], [-0.142, 8.744, -0.782], [0.819, 9.241, 0.280], [1.938, 8.367, 0.384], [-0.489, 7.737, -0.543], [-1.008, 9.405, -0.865], [0.352, 8.690, -1.756], [0.329, 9.274, 1.254], [1.179, 10.247, 0.040], [2.374, 8.348, -0.476], [-2.369, 5.118, -5.721], [-1.125, 4.374, -5.274], [-1.323, 2.967, -5.383], [-3.229, 4.824, -5.115], [-2.230, 6.198, -5.637], [-2.613, 4.875, -6.759], [-0.898, 4.603, -4.232], [-0.262, 4.656, -5.886], [-1.515, 2.770, -6.307]]}